Formula: C24H30N4S
Source: the OMol25 dataset
Level of theory: ωB97M-V/def2-TZVPD

Results
HOMO level = -7.932 eV
E_tot = -1549.7854 hartree
LUMO level = 0.690 eV
Kohn-Sham gap = 8.62 eV
SMILES = CC1CCN(c2nc(CN3CCCCC3)nc3scc(-c4ccccc4)c23)CC1
spin multiplicity = 1

Cartesian coordinates (Å):
C: 4.73 3.76 -0.05
C: 3.50 3.12 -0.68
C: 2.26 3.36 0.17
C: 1.04 2.68 -0.46
N: 1.29 1.26 -0.57
C: 0.21 0.42 -0.53
N: -0.99 0.99 -0.56
C: -2.07 0.24 -0.70
C: -3.40 0.94 -0.66
N: -3.95 0.85 0.69
C: -4.90 1.89 1.02
C: -6.27 1.71 0.36
C: -6.84 0.35 0.76
C: -5.85 -0.75 0.39
C: -4.48 -0.46 1.02
N: -2.07 -1.07 -0.91
C: -0.89 -1.66 -0.76
S: -0.69 -3.38 -0.85
C: 0.97 -3.20 -0.36
C: 1.37 -1.92 -0.17
C: 2.65 -1.59 0.45
C: 3.83 -2.22 0.06
C: 5.02 -1.94 0.71
C: 5.04 -1.05 1.77
C: 3.87 -0.42 2.17
C: 2.68 -0.69 1.52
C: 0.31 -0.99 -0.46
C: 2.44 0.96 -1.39
C: 3.70 1.61 -0.83
H: 4.59 4.84 0.06
H: 4.92 3.34 0.94
H: 5.61 3.59 -0.66
H: 3.34 3.56 -1.67
H: 2.06 4.43 0.27
H: 2.42 2.95 1.17
H: 0.15 2.82 0.16
H: 0.84 3.11 -1.45
H: -4.06 0.49 -1.43
H: -3.24 1.99 -0.90
H: -4.46 2.86 0.74
H: -5.02 1.88 2.11
H: -6.16 1.76 -0.73
H: -6.94 2.51 0.67
H: -7.80 0.18 0.26
H: -7.01 0.34 1.84
H: -5.75 -0.81 -0.69
H: -6.21 -1.72 0.74
H: -3.76 -1.21 0.70
H: -4.56 -0.51 2.11
H: 1.55 -4.09 -0.19
H: 3.81 -2.91 -0.76
H: 5.93 -2.43 0.40
H: 5.97 -0.84 2.28
H: 3.88 0.27 3.00
H: 1.77 -0.21 1.83
H: 2.57 -0.12 -1.47
H: 2.26 1.35 -2.41
H: 3.93 1.17 0.14
H: 4.53 1.40 -1.50

Formula: C4H8S
Source: the OMol25 dataset
Level of theory: ωB97M-V/def2-TZVPD

Results
energy above the lowest of the compared OMol25 structures with the same formula, charge and spin = 713.2 kJ/mol
HOMO level = -8.435 eV
E_tot = -555.0983 hartree
LUMO level = 0.307 eV
Kohn-Sham gap = 8.74 eV
spin multiplicity = 1

Cartesian coordinates (Å):
C: -2.69 -0.05 0.14
C: 0.23 0.42 -0.45
C: 1.55 0.31 0.43
C: 2.67 -0.72 -0.05
H: -2.93 0.31 1.54
H: -3.36 -1.21 -0.24
H: -2.62 1.04 -0.81
H: 0.16 0.60 -1.58
H: -0.19 1.43 -0.16
H: 1.62 0.76 1.65
H: 3.64 -1.05 0.58
H: 2.79 -0.90 -1.07
S: -0.87 -0.96 0.02

Formula: C4H9O2
Source: the OMol25 dataset
Level of theory: ωB97M-V/def2-TZVPD

Results
energy above the lowest of the compared OMol25 structures with the same formula, charge and spin = 30.5 kJ/mol
HOMO level (alpha / beta) = -11.004 / -10.706 eV
E_tot = -308.2016 hartree
LUMO level (alpha / beta) = 0.776 / -3.089 eV
Kohn-Sham gap (alpha / beta) = 11.78 / 7.62 eV
spin multiplicity = 2

Cartesian coordinates (Å):
C: -1.67 -2.39 1.63
C: -2.34 -1.55 0.48
H: -2.11 -3.38 1.69
H: -0.59 -2.39 1.43
H: -1.77 -1.87 2.57
H: -1.59 -1.53 -0.30
H: -2.68 -0.60 0.88
H: -3.24 -2.05 0.13
C: 1.88 0.12 -0.12
C: 1.08 1.27 -0.74
O: 1.01 2.36 -0.03
O: 0.52 1.14 -1.80
H: 1.21 -0.69 -0.38
H: 2.01 0.29 0.96
H: 2.84 0.07 -0.61

Look up the E_tot of the second one. -555.0983 hartree

Which formula does entry 3 have? C4H9O2

Which value of E_tot does entry 3 give? -308.2016 hartree